Formula: C21H56N4O7
Source: OMol25
Level of theory: ωB97M-V with the def2-TZVPD basis set

Values from the calculation:
- energy above the lowest of the compared OMol25 structures with the same formula, charge and spin (kJ/mol) = 428.8
- calculated total energy (hartree) = -1579.11005
- orbital gap (Ha) = 0.3179
- SMILES = COC[C@H](C)N.COC[C@H](C)N.COCCNCCOC.COCCNCCOC.CO
- highest occupied orbital energy (eV) = -8.22
- E_LUMO (eV) = 0.433

Each atom is followed by the atoms it is bonded to, with distances in Å.
Element x y z (Å)
1 C 4.8383 5.5616 6.5695  O2 1.405, H7 1.090, H8 1.090, H9 1.090
2 O 4.2792 5.3571 7.8425  C1 1.405, C3 1.417
3 C 2.8708 5.4973 7.7743  O2 1.417, C4 1.509, H10 1.090, H11 1.090
4 C 2.0682 4.5319 6.9378  C3 1.509, C5 1.551, N6 1.456, H12 1.090
5 C 0.6055 5.0415 6.8632  C4 1.551, H13 1.090, H14 1.090, H15 1.090
6 N 2.0731 3.1568 7.4154  C4 1.456, H16 1.010, H17 1.010
7 H 4.4493 6.4821 6.1342  C1 1.090
8 H 4.5449 4.8677 5.7817  C1 1.090
9 H 5.9176 5.6593 6.6863  C1 1.090
10 H 2.4638 5.4576 8.7846  C3 1.090
11 H 2.6804 6.5382 7.5127  C3 1.090
12 H 2.4104 4.4871 5.9039  C4 1.090
13 H 0.0138 4.8945 7.7668  C5 1.090
14 H 0.0213 4.5106 6.1116  C5 1.090
15 H 0.4826 6.1221 6.7905  C5 1.090
16 H 3.0177 3.1906 7.7715  N6 1.010
17 H 1.4742 3.1551 8.2287  N6 1.010
18 C -2.1313 -1.0072 0.3074  O19 1.461, H24 1.090, H25 1.090, H26 1.090
19 O -2.2636 -1.7240 1.5738  C18 1.461, C20 1.505
20 C -2.1283 -0.8520 2.7931  O19 1.505, C21 1.562, H27 1.090, H28 1.090
21 C -0.6088 -0.6714 3.1080  C20 1.562, C22 1.545, N23 1.485, H29 1.090
22 C 0.1334 -2.0060 3.3420  C21 1.545, H30 1.090, H31 1.090, H32 1.090
23 N -0.6821 0.2510 4.2700  C21 1.485, H33 1.010, H34 1.010
24 H -1.2084 -0.4286 0.2681  C18 1.090
25 H -2.9215 -0.2806 0.1183  C18 1.090
26 H -2.1009 -1.6899 -0.5418  C18 1.090
27 H -2.6540 0.0756 2.5665  C20 1.090
28 H -2.6982 -1.2583 3.6287  C20 1.090
29 H -0.0669 -0.0735 2.3752  C21 1.090
30 H 0.0783 -2.6268 2.4477  C22 1.090
31 H -0.3666 -2.5376 4.1516  C22 1.090
32 H 1.2135 -2.0204 3.4874  C22 1.090
33 H 0.2451 0.6037 4.4596  N23 1.010
34 H -0.8467 -0.4550 4.9733  N23 1.010
35 C 0.1018 2.7194 -5.7076  O36 1.438, H44 1.090, H45 1.090, H46 1.090
36 O -0.5143 3.9351 -5.2491  C35 1.438, C37 1.452
37 C -1.8489 4.2499 -5.7281  O36 1.452, C38 1.574, H47 1.090, H48 1.090
38 C -2.9905 3.3005 -5.2065  C37 1.574, N39 1.480, H49 1.090, H50 1.090
39 N -3.0924 2.0368 -5.9705  C38 1.480, C40 1.472, H51 1.010
40 C -4.0817 1.1885 -5.2854  N39 1.472, C41 1.589, H52 1.090, H53 1.090
41 C -3.9564 -0.3284 -5.7419  C40 1.589, O42 1.417, H54 1.090, H55 1.090
42 O -3.0989 -0.9324 -4.7891  C41 1.417, C43 1.462
43 C -2.6846 -2.2558 -5.2522  O42 1.462, H56 1.090, H57 1.090, H58 1.090
44 H 0.1890 2.7149 -6.7941  C35 1.090
45 H -0.5058 1.8263 -5.5611  C35 1.090
46 H 1.0784 2.7568 -5.2251  C35 1.090
47 H -1.8173 4.2935 -6.8168  C37 1.090
48 H -2.0526 5.2918 -5.4809  C37 1.090
49 H -3.9351 3.8314 -5.3248  C38 1.090
50 H -2.7940 3.2258 -4.1370  C38 1.090
51 H -2.1312 1.7300 -5.9262  N39 1.010
52 H -5.0876 1.5612 -5.4786  C40 1.090
53 H -3.9866 1.1744 -4.1997  C40 1.090
54 H -3.6446 -0.4344 -6.7809  C41 1.090
55 H -4.9644 -0.7035 -5.5647  C41 1.090
56 H -2.0600 -2.8354 -4.5725  C43 1.090
57 H -2.3630 -2.2861 -6.2932  C43 1.090
58 H -3.5202 -2.9426 -5.3869  C43 1.090
59 C 3.5239 -7.2390 -4.1232  O60 1.447, H68 1.090, H69 1.090, H70 1.090
60 O 3.0742 -6.5956 -2.9082  C59 1.447, C61 1.381
61 C 2.6780 -5.2766 -3.0045  O60 1.381, C62 1.588, H71 1.090, H72 1.090
62 C 2.4437 -4.8449 -1.4944  C61 1.588, N63 1.483, H73 1.090, H74 1.090
63 N 3.6859 -4.2581 -0.9352  C62 1.483, C64 1.486, H75 1.010
64 C 4.1516 -2.9532 -1.4734  N63 1.486, C65 1.553, H76 1.090, H77 1.090
65 C 3.1704 -1.7676 -1.2680  C64 1.553, O66 1.366, H78 1.090, H79 1.090
66 O 3.8048 -0.5617 -1.1687  C65 1.366, C67 1.388
67 C 3.1140 0.5992 -0.8483  O66 1.388, H80 1.090, H81 1.090, H82 1.090
68 H 4.3241 -6.6633 -4.5884  C59 1.090
69 H 2.8166 -6.9306 -4.8931  C59 1.090
70 H 3.7014 -8.3145 -4.1244  C59 1.090
71 H 1.6462 -5.1277 -3.3228  C61 1.090
72 H 3.3407 -4.6758 -3.6274  C61 1.090
73 H 2.1047 -5.7380 -0.9694  C62 1.090
74 H 1.6531 -4.1318 -1.2609  C62 1.090
75 H 4.4086 -4.8691 -0.5823  N63 1.010
76 H 4.3947 -3.0068 -2.5346  C64 1.090
77 H 5.0535 -2.8547 -0.8692  C64 1.090
78 H 2.6525 -1.7648 -0.3089  C65 1.090
79 H 2.3805 -1.7582 -2.0191  C65 1.090
80 H 2.9059 0.6796 0.2186  C67 1.090
81 H 2.2282 0.7408 -1.4675  C67 1.090
82 H 3.7666 1.4564 -1.0143  C67 1.090
83 C -6.6923 -2.6303 2.8103  O84 1.475, H85 1.090, H86 1.090, H87 1.090
84 O -8.0429 -2.4745 2.2381  C83 1.475, H88 0.960
85 H -5.9703 -2.9660 2.0659  C83 1.090
86 H -6.4503 -1.6627 3.2500  C83 1.090
87 H -6.7983 -3.3795 3.5948  C83 1.090
88 H -8.5129 -1.9588 2.8975  O84 0.960

***

Formula: C21H56O7
Source: OMol25
Level of theory: ωB97M-V with the def2-TZVPD basis set

Values from the calculation:
- energy above the lowest of the compared OMol25 structures with the same formula, charge and spin (kJ/mol) = 0.0
- calculated total energy (hartree) = -1360.25231
- orbital gap (alpha / beta) (Ha) = 0.0599 / 0.3310
- net charge = -1
- highest occupied orbital energy (alpha / beta) (eV) = 0.95 / -6.46
- expectation value of S² = 0.7503
- multiplicity = 2
- E_LUMO (alpha / beta) (eV) = 2.580 / 2.543

Each atom is followed by the atoms it is bonded to, with distances in Å.
Element x y z (Å)
1 C 17.7862 7.2927 29.3988  C2 1.540, H5 1.090, H6 1.090, H7 1.090
2 C 16.6255 7.7515 30.3007  C1 1.540, C3 1.590, O4 1.462, H8 1.090
3 C 15.9824 6.5474 31.1169  C2 1.590, H9 1.090, H10 1.090, H11 1.090
4 O 17.1168 8.7134 31.2862  C2 1.462, H12 0.960
5 H 18.4332 8.1467 29.1983  C1 1.090
6 H 17.2656 6.9358 28.5102  C1 1.090
7 H 18.3946 6.4822 29.8000  C1 1.090
8 H 15.9225 8.3140 29.6863  C2 1.090
9 H 16.7832 6.0981 31.7043  C3 1.090
10 H 15.4301 5.8414 30.4968  C3 1.090
11 H 15.1435 6.9291 31.6988  C3 1.090
12 H 16.4183 8.9380 31.9053  O4 0.960
13 C 21.4478 8.5440 30.4688  C14 1.546, H17 1.090, H18 1.090, H19 1.090
14 C 20.8647 7.7507 31.6614  C13 1.546, C15 1.582, O16 1.445, H20 1.090
15 C 21.9917 7.6131 32.7627  C14 1.582, H21 1.090, H22 1.090, H23 1.090
16 O 19.8284 8.4096 32.4220  C14 1.445, H24 0.960
17 H 21.8616 9.4830 30.8364  C13 1.090
18 H 20.6582 8.8606 29.7873  C13 1.090
19 H 22.1604 7.9717 29.8750  C13 1.090
20 H 20.5922 6.8027 31.1974  C14 1.090
21 H 22.5841 8.5116 32.9358  C15 1.090
22 H 22.6806 6.8462 32.4088  C15 1.090
23 H 21.6389 7.2894 33.7419  C15 1.090
24 H 19.0759 8.6476 31.8754  O16 0.960
25 C 19.4856 10.8633 25.1782  C26 1.535, H29 1.090, H30 1.090, H31 1.090
26 C 20.7938 10.0758 25.3382  C25 1.535, C27 1.539, O28 1.433, H32 1.090
27 C 21.9408 11.0201 25.7407  C26 1.539, H33 1.090, H34 1.090, H35 1.090
28 O 20.5070 9.0948 26.3423  C26 1.433, H36 0.960
29 H 19.0340 11.3150 26.0614  C25 1.090
30 H 18.7142 10.1172 24.9873  C25 1.090
31 H 19.4501 11.6248 24.3991  C25 1.090
32 H 21.0970 9.5163 24.4532  C26 1.090
33 H 22.8022 10.4777 26.1304  C27 1.090
34 H 21.6327 11.7547 26.4847  C27 1.090
35 H 22.1828 11.5873 24.8418  C27 1.090
36 H 21.2996 8.7762 26.7805  O28 0.960
37 C 19.1382 14.4589 25.8397  C38 1.563, H41 1.090, H42 1.090, H43 1.090
38 C 18.2616 15.4541 26.6664  C37 1.563, C39 1.507, O40 1.446, H44 1.090
39 C 17.1500 15.9907 25.8023  C38 1.507, H45 1.090, H46 1.090, H47 1.090
40 O 17.5168 14.6843 27.6371  C38 1.446, H48 0.960
41 H 18.5516 13.6412 25.4210  C37 1.090
42 H 19.9150 13.9634 26.4221  C37 1.090
43 H 19.7452 14.9308 25.0670  C37 1.090
44 H 18.7902 16.3430 27.0106  C38 1.090
45 H 16.4677 16.6056 26.3892  C39 1.090
46 H 16.6879 15.1210 25.3351  C39 1.090
47 H 17.5566 16.5834 24.9829  C39 1.090
48 H 16.6231 15.0224 27.7297  O40 0.960
49 C 23.3496 16.0612 30.2397  C50 1.496, H53 1.090, H54 1.090, H55 1.090
50 C 22.4660 16.7827 29.2712  C49 1.496, C51 1.626, O52 1.373, H56 1.090
51 C 21.9848 15.7898 28.0770  C50 1.626, H57 1.090, H58 1.090, H59 1.090
52 O 21.3552 17.0324 30.0386  C50 1.373, H60 0.960
53 H 23.0261 15.0979 30.6342  C49 1.090
54 H 23.4549 16.6767 31.1332  C49 1.090
55 H 24.3427 15.9214 29.8128  C49 1.090
56 H 22.9651 17.6781 28.9007  C50 1.090
57 H 21.4634 14.9492 28.5349  C51 1.090
58 H 22.8033 15.2623 27.5872  C51 1.090
59 H 21.3323 16.1380 27.2763  C51 1.090
60 H 20.6555 17.2788 29.4293  O52 0.960
61 C 23.5727 11.6885 32.2016  C62 1.472, H65 1.090, H66 1.090, H67 1.090
62 C 22.7696 11.5881 33.4306  C61 1.472, C63 1.548, O64 1.453, H68 1.090
63 C 23.4419 12.4088 34.5571  C62 1.548, H69 1.090, H70 1.090, H71 1.090
64 O 21.5330 12.3180 33.2097  C62 1.453, H72 0.960
65 H 23.7725 12.7234 31.9239  C61 1.090
66 H 22.8798 11.3541 31.4294  C61 1.090
67 H 24.5070 11.1271 32.1959  C61 1.090
68 H 22.4908 10.5667 33.6899  C62 1.090
69 H 22.8985 12.2332 35.4856  C63 1.090
70 H 23.3825 13.4785 34.3562  C63 1.090
71 H 24.4771 12.1117 34.7248  C63 1.090
72 H 21.0775 12.4143 34.0493  O64 0.960
73 C 20.8473 12.3192 29.9856  C74 1.555, H77 1.090, H78 1.090, H79 1.090
74 C 19.4027 12.4793 29.4315  C73 1.555, C75 1.548, O76 1.372, H80 1.090
75 C 18.3727 11.4506 29.9591  C74 1.548, H81 1.090, H82 1.090, H83 1.090
76 O 19.0525 13.7600 29.7772  C74 1.372, H84 0.960
77 H 21.2676 13.2924 30.2393  C73 1.090
78 H 21.4307 11.8535 29.1914  C73 1.090
79 H 20.7946 11.6561 30.8491  C73 1.090
80 H 19.4048 12.5485 28.3437  C74 1.090
81 H 18.8191 10.4570 29.9212  C75 1.090
82 H 17.4617 11.5345 29.3664  C75 1.090
83 H 18.0350 11.6157 30.9823  C75 1.090
84 H 18.5486 14.1633 29.0665  O76 0.960

***

Formula: C21H56O7
Source: OMol25
Level of theory: ωB97M-V with the def2-TZVPD basis set

Values from the calculation:
- energy above the lowest of the compared OMol25 structures with the same formula, charge and spin (kJ/mol) = 202.8
- calculated total energy (hartree) = -1360.32190
- orbital gap (Ha) = 0.3723
- SMILES = CC(C)O.CC(C)O.CC(C)O.CC(C)O.CC(C)O.CC(C)O.CC(C)O
- highest occupied orbital energy (eV) = -9.70
- E_LUMO (eV) = 0.433

Each atom is followed by the atoms it is bonded to, with distances in Å.
Element x y z (Å)
1 C -0.9181 0.3710 -1.1458  C2 1.539, H5 1.090, H6 1.090, H7 1.090
2 C 0.1608 -0.6113 -0.6562  C1 1.539, C3 1.539, O4 1.356, H8 1.090
3 C 1.4788 -0.3991 -1.4226  C2 1.539, H9 1.090, H10 1.090, H11 1.090
4 O 0.2975 -0.4371 0.6821  C2 1.356, H12 0.960
5 H -1.7844 0.1749 -0.5140  C1 1.090
6 H -1.1779 0.2135 -2.1926  C1 1.090
7 H -0.6331 1.4201 -1.0663  C1 1.090
8 H -0.2676 -1.5915 -0.8657  C2 1.090
9 H 1.6920 0.6667 -1.5042  C3 1.090
10 H 1.4705 -0.8132 -2.4308  C3 1.090
11 H 2.3772 -0.7779 -0.9353  C3 1.090
12 H -0.4232 -0.9890 0.9946  O4 0.960
13 C -3.0633 4.4306 -1.4179  C14 1.563, H17 1.090, H18 1.090, H19 1.090
14 C -2.8762 5.7779 -0.6472  C13 1.563, C15 1.564, O16 1.451, H20 1.090
15 C -1.9210 6.7268 -1.4432  C14 1.564, H21 1.090, H22 1.090, H23 1.090
16 O -4.1400 6.4439 -0.3931  C14 1.451, H24 0.960
17 H -2.1511 3.8459 -1.5364  C13 1.090
18 H -3.3583 4.6305 -2.4480  C13 1.090
19 H -3.8070 3.7172 -1.0629  C13 1.090
20 H -2.5069 5.5337 0.3488  C14 1.090
21 H -1.8381 7.7156 -0.9921  C15 1.090
22 H -2.2167 6.8465 -2.4854  C15 1.090
23 H -0.9116 6.3173 -1.4830  C15 1.090
24 H -4.6036 5.8352 0.1867  O16 0.960
25 C 2.1415 1.9984 -4.1699  C26 1.569, H29 1.090, H30 1.090, H31 1.090
26 C 3.7078 2.0624 -4.0941  C25 1.569, C27 1.561, O28 1.440, H32 1.090
27 C 4.3297 1.2820 -2.8940  C26 1.561, H33 1.090, H34 1.090, H35 1.090
28 O 4.1371 1.3915 -5.2937  C26 1.440, H36 0.960
29 H 1.7398 2.5133 -5.0427  C25 1.090
30 H 1.6312 2.3819 -3.2864  C25 1.090
31 H 1.8508 0.9483 -4.1986  C25 1.090
32 H 4.1230 3.0680 -4.1605  C26 1.090
33 H 5.4104 1.3900 -2.8014  C27 1.090
34 H 4.0997 0.2177 -2.8441  C27 1.090
35 H 3.9882 1.7796 -1.9863  C27 1.090
36 H 3.7887 1.7322 -6.1208  O28 0.960
37 C 1.8422 -3.6497 0.1697  C38 1.540, H41 1.090, H42 1.090, H43 1.090
38 C 3.0014 -3.4232 1.1579  C37 1.540, C39 1.531, O40 1.407, H44 1.090
39 C 2.8691 -2.1208 1.9509  C38 1.531, H45 1.090, H46 1.090, H47 1.090
40 O 3.0191 -4.5434 2.0091  C38 1.407, H48 0.960
41 H 1.9065 -4.6576 -0.2404  C37 1.090
42 H 1.7481 -2.9116 -0.6268  C37 1.090
43 H 0.8950 -3.6784 0.7082  C37 1.090
44 H 3.9121 -3.3444 0.5641  C38 1.090
45 H 2.6539 -1.2854 1.2847  C39 1.090
46 H 3.7767 -1.9697 2.5353  C39 1.090
47 H 1.9763 -2.1327 2.5761  C39 1.090
48 H 3.8383 -4.4470 2.5001  O40 0.960
49 C -3.8861 -2.6540 2.7786  C50 1.584, H53 1.090, H54 1.090, H55 1.090
50 C -2.8453 -1.6066 2.2051  C49 1.584, C51 1.540, O52 1.406, H56 1.090
51 C -2.4276 -0.5055 3.1978  C50 1.540, H57 1.090, H58 1.090, H59 1.090
52 O -1.7379 -2.2496 1.6253  C50 1.406, H60 0.960
53 H -4.7926 -2.2293 3.2097  C49 1.090
54 H -3.4719 -3.2883 3.5623  C49 1.090
55 H -4.1143 -3.3142 1.9419  C49 1.090
56 H -3.4248 -1.1675 1.3930  C50 1.090
57 H -3.3092 0.0046 3.5858  C51 1.090
58 H -1.8470 0.2974 2.7434  C51 1.090
59 H -1.8397 -0.9376 4.0076  C51 1.090
60 H -1.3145 -2.7698 2.3121  O52 0.960
61 C 2.7014 3.1670 3.3912  C62 1.559, H65 1.090, H66 1.090, H67 1.090
62 C 1.9930 1.8075 3.1050  C61 1.559, C63 1.489, O64 1.422, H68 1.090
63 C 1.4152 1.0771 4.2670  C62 1.489, H69 1.090, H70 1.090, H71 1.090
64 O 1.0427 1.9587 2.0578  C62 1.422, H72 0.960
65 H 3.0073 3.7415 2.5169  C61 1.090
66 H 3.5727 2.8704 3.9751  C61 1.090
67 H 2.0278 3.8643 3.8895  C61 1.090
68 H 2.7562 1.1800 2.6446  C62 1.090
69 H 2.1986 0.9481 5.0138  C63 1.090
70 H 1.1294 0.0527 4.0279  C63 1.090
71 H 0.6174 1.6603 4.7269  C63 1.090
72 H 0.9001 1.1272 1.5997  O64 0.960
73 C -3.7796 -4.7094 -1.8542  C74 1.550, H77 1.090, H78 1.090, H79 1.090
74 C -2.6028 -4.0797 -1.0657  C73 1.550, C75 1.573, O76 1.410, H80 1.090
75 C -1.1612 -4.3780 -1.6213  C74 1.573, H81 1.090, H82 1.090, H83 1.090
76 O -2.6698 -2.6727 -1.0116  C74 1.410, H84 0.960
77 H -3.6827 -5.7863 -1.7169  C73 1.090
78 H -3.8801 -4.3660 -2.8838  C73 1.090
79 H -4.7290 -4.5170 -1.3544  C73 1.090
80 H -2.5806 -4.3989 -0.0238  C74 1.090
81 H -0.3898 -3.8565 -1.0547  C75 1.090
82 H -1.0114 -3.9464 -2.6110  C75 1.090
83 H -0.9112 -5.4378 -1.6715  C75 1.090
84 H -2.2185 -2.5354 -0.1755  O76 0.960